{
  "formula": "C8H13N2O",
  "method": "wB97M-V/def2-TZVPD",
  "species": ["C", "H", "H", "H", "O", "C", "C", "C", "C", "C", "C", "C", "H", "H", "N", "H", "N", "H", "H", "H", "H", "H", "H", "H"],
  "xyz": [[-0.2439, -2.8220, 0.2136], [0.0645, -3.1262, -0.7894], [-1.1838, -3.3093, 0.4656], [0.5192, -3.1081, 0.9393], [-0.5093, -1.4305, 0.2705], [0.5328, -0.5590, 0.1242], [1.8114, -0.9141, -0.2879], [2.7821, 0.0589, -0.4491], [2.4979, 1.3918, -0.2039], [1.2323, 1.7499, 0.2206], [0.2445, 0.7885, 0.3954], [-1.1165, 1.1805, 0.8888], [-1.0616, 2.1158, 1.4463], [-1.5386, 0.3973, 1.5223], [-2.0690, 1.3892, -0.2721], [-1.5671, 1.9319, -0.9955], [-2.5906, 0.2317, -0.9070], [-3.1912, -0.2890, -0.2724], [-1.8348, -0.3876, -1.1939], [-2.8739, 1.9588, 0.0314], [1.0102, 2.7838, 0.4399], [3.2587, 2.1439, -0.3319], [3.7700, -0.2319, -0.7690], [2.0568, -1.9442, -0.4856]],
  "homo_energy_ha": -0.45579,
  "total_charge": 1,
  "de_lowest_kcal_mol": 25.4,
  "smiles": "COc1ccccc1C[NH2+]N"
}

{
  "formula": "C4H17NO3",
  "method": "wB97M-V/def2-TZVPD",
  "species": ["C", "C", "C", "C", "N", "H", "H", "H", "H", "H", "H", "H", "H", "H", "H", "H", "H", "H", "O", "H", "H", "O", "H", "H", "O"],
  "xyz": [[0.9250, 0.6283, -0.3901], [-0.0202, 1.7276, 0.1531], [0.8027, 2.8911, 0.7139], [-1.1245, 2.2182, -0.7428], [0.3931, -0.2376, -1.5010], [1.2582, -0.1174, 0.3271], [1.7947, 1.1468, -0.8021], [-0.4272, 1.2491, 1.0444], [1.4620, 2.5233, 1.4998], [0.1453, 3.6930, 1.0299], [1.5553, 3.3285, 0.0445], [-0.6890, 2.6576, -1.6521], [-1.6448, 1.3588, -1.1861], [-1.9181, 2.8289, -0.3446], [-0.0042, 0.4130, -2.1702], [-0.3957, -0.7250, -1.0891], [1.1877, -1.4865, 3.2452], [0.8679, -2.8160, 2.5894], [1.2279, -2.4337, 3.4008], [1.3408, -2.3468, -0.0666], [-0.0252, -2.6304, -0.3198], [0.6511, -2.9204, 0.3090], [-3.4823, -0.8086, -1.9536], [-2.2318, -1.3189, -2.6717], [-2.5280, -0.8933, -1.8608]],
  "homo_energy_ha": -0.35736,
  "total_charge": 0,
  "de_lowest_kcal_mol": 18.7,
  "smiles": "CC(C)CN.O.O.O"
}

{
  "formula": "C3H5I3O3",
  "method": "wB97M-V/def2-TZVPD",
  "species": ["C", "C", "C", "O", "O", "O", "I", "I", "I", "H", "H", "H", "H", "H"],
  "xyz": [[-1.2253, 0.4433, -0.0256], [-0.1201, -0.4139, -0.7175], [1.5119, 0.1799, 0.4731], [-1.5727, -0.2514, 1.1924], [0.0913, -0.0258, -1.9938], [1.1632, 0.1252, 1.6888], [-0.2594, -2.4798, -0.4813], [1.8257, 2.2018, -0.1996], [3.0963, -1.0808, -0.1153], [-2.0845, 0.5657, -0.6815], [-0.7506, 1.4824, 0.0927], [-2.4322, 0.0530, 1.5639], [0.5162, -0.7721, -2.4692], [0.2402, -0.0273, 1.6728]],
  "homo_energy_ha": -0.31528,
  "total_charge": 0,
  "de_lowest_kcal_mol": 56.0
}

{
  "formula": "C15H18",
  "method": "wB97M-V/def2-TZVPD",
  "species": ["C", "C", "C", "C", "C", "C", "C", "C", "H", "H", "H", "H", "H", "H", "H", "H", "H", "H", "C", "C", "C", "C", "C", "C", "C", "H", "H", "H", "H", "H", "H", "H", "H"],
  "xyz": [[2.5119, -1.5271, 1.2823], [2.7790, -3.0306, 1.3734], [1.6521, -1.0860, 0.1322], [2.0199, 0.0173, -0.6345], [0.5291, -1.7892, -0.2885], [1.3505, 0.3674, -1.8046], [-0.2017, -1.4012, -1.4095], [0.2572, -0.3737, -2.2183], [2.2068, -1.1058, 2.2518], [3.4798, -1.0158, 1.2161], [3.6780, -3.3939, 0.8830], [2.9463, 0.5282, -0.4257], [0.1145, -2.5843, 0.3210], [1.8599, 1.1238, -2.3827], [-1.1770, -1.8607, -1.4773], [-0.3665, -0.0793, -3.0483], [1.8831, -3.6271, 1.2093], [3.0264, -3.2435, 2.4309], [-1.2470, 0.0600, 2.3376], [-0.6289, 1.9296, 0.7894], [-1.5811, 0.9956, 1.2010], [-0.7099, 2.4895, -0.4662], [-2.6970, 0.7380, 0.4163], [-1.8434, 2.2386, -1.2488], [-2.8522, 1.4279, -0.7806], [0.1715, 2.1641, 1.4806], [0.0351, 3.0993, -0.9624], [-1.6382, 0.2996, 3.3325], [-0.1802, -0.1528, 2.3933], [-3.4642, 0.0823, 0.8085], [-1.8776, 2.7392, -2.2048], [-3.7580, 1.3469, -1.3615], [-1.7023, -0.9127, 2.1487]],
  "homo_energy_ha": -0.31867,
  "total_charge": 0,
  "de_lowest_kcal_mol": 11.0,
  "smiles": "CCc1ccccc1.Cc1ccccc1"
}

{
  "formula": "C4H14NO3",
  "method": "wB97M-V/def2-TZVPD",
  "species": ["C", "N", "C", "O", "C", "C", "H", "H", "H", "H", "H", "H", "H", "H", "H", "H", "H", "H", "O", "H", "H", "O"],
  "xyz": [[1.3335, -0.9027, 0.0292], [1.5486, 0.3113, -0.7986], [0.3248, 1.2238, -0.8909], [-0.7490, 0.4205, -1.1018], [2.4790, -1.0794, 1.1096], [3.0193, 0.2530, 1.5977], [1.2554, -1.7981, -0.5942], [0.3753, -0.7881, 0.5742], [1.7078, 0.0120, -1.7462], [0.5761, 1.8461, -1.7533], [0.3474, 1.8002, 0.0846], [2.1386, -1.8349, 1.8456], [3.3144, -1.6108, 0.6533], [3.7732, 0.5026, 0.8225], [3.3385, 0.2699, 2.6421], [2.3478, 1.1075, 1.4525], [-3.2506, -1.4161, -0.2486], [-4.3832, -0.9063, 0.5567], [-3.9668, -1.7416, 0.3142], [-1.8869, 0.9634, -0.6044], [-2.9080, 2.2509, -0.5775], [-2.9384, 1.3402, -0.2541]],
  "homo_energy_ha": -0.14758,
  "total_charge": -1,
  "de_lowest_kcal_mol": 27.0
}

{
  "formula": "C5H8N2",
  "method": "wB97M-V/def2-TZVPD",
  "species": ["C", "N", "C", "C", "C", "C", "N", "H", "H", "H", "H", "H", "H", "H", "H"],
  "xyz": [[-1.5894, 0.9494, -1.3563], [-0.7445, -0.0544, -0.7487], [-1.1343, -0.6923, 0.4192], [-0.1055, -0.8470, 1.2740], [1.0511, -0.2385, 0.6520], [2.3402, -0.2379, 0.9587], [0.5753, 0.3886, -0.5035], [-2.5875, 0.5236, -1.4837], [-1.1867, 1.2023, -2.3399], [-1.6480, 1.8641, -0.7551], [-2.1651, -1.0134, 0.5114], [-0.0985, -1.3894, 2.2068], [1.2989, 0.2331, -1.2338], [3.1231, -0.0333, 0.2497], [2.7472, -0.5883, 1.8810]],
  "homo_energy_ha": -0.25682,
  "total_charge": 0,
  "de_lowest_kcal_mol": 52.6,
  "smiles": "C=C1C=CN(C)N1"
}

{
  "formula": "C6H38Li2O18P",
  "method": "wB97M-V/def2-TZVPD",
  "species": ["Li", "Li", "P", "O", "O", "O", "O", "C", "O", "C", "C", "O", "C", "H", "H", "H", "H", "H", "H", "H", "H", "H", "H", "O", "H", "H", "O", "H", "H", "O", "H", "H", "O", "H", "H", "O", "H", "H", "O", "H", "H", "O", "H", "H", "O", "H", "H", "O", "H", "H", "O", "H", "H", "C", "O", "H", "H", "H", "H", "C", "O", "H", "H", "H", "H"],
  "xyz": [[-0.7458, -1.2219, 0.5336], [0.8931, 1.8079, 0.3445], [1.1114, -0.2179, -0.7874], [1.1425, -0.1584, -2.3220], [2.2953, 0.5736, -0.1512], [0.9921, -1.6607, -0.2159], [-0.2232, 0.4127, -0.2542], [-2.7683, 1.4235, 2.2537], [-3.9168, 0.8115, 2.7630], [-4.6945, 0.2863, 1.7068], [-5.8755, -0.4487, 2.2555], [-5.5118, -1.7306, 2.6982], [-6.6351, -2.4860, 3.0349], [-3.0158, 2.3109, 1.6481], [-2.1906, 0.7833, 1.5800], [-2.1453, 1.7824, 3.0718], [-4.0647, -0.4275, 1.1575], [-5.0276, 1.0535, 1.0004], [-6.6855, -0.4606, 1.5138], [-6.2840, 0.1107, 3.1153], [-7.1891, -2.0412, 3.8710], [-6.3300, -3.5054, 3.2604], [-7.3359, -2.5657, 2.1880], [4.1815, 2.3013, -1.1055], [3.5164, 1.6515, -0.7961], [5.0154, 1.8250, -1.0264], [-0.5332, -2.1791, -3.3711], [-0.1565, -2.9998, -3.0341], [0.0796, -1.4790, -3.0611], [3.1440, 1.2700, -3.7492], [2.4643, 0.7479, -3.2789], [3.5693, 1.8003, -3.0649], [4.7099, -0.9034, -0.8821], [3.8783, -0.4906, -0.6073], [4.4639, -1.3552, -1.7039], [-0.2203, -1.3569, 2.4514], [0.6897, -1.6921, 2.2592], [-0.3314, -1.5230, 3.3896], [1.5763, 3.5012, -0.3095], [1.7935, 4.3942, -0.0308], [2.3527, 3.2131, -0.8205], [2.3608, -2.4389, 1.9622], [2.8997, -1.6781, 2.2350], [2.0211, -2.2120, 1.0672], [-2.5736, 1.4720, -1.2960], [-2.2326, 1.3808, -2.2016], [-1.8111, 1.2070, -0.7546], [0.8122, -4.0910, -1.2500], [0.8323, -3.1458, -0.9380], [1.3075, -4.5746, -0.5821], [2.7770, -2.4289, -2.7908], [2.1932, -1.6608, -2.6154], [2.3723, -3.1596, -2.3060], [-0.2952, 2.8313, -3.2731], [-0.6884, 1.4966, -3.4470], [-0.9871, 3.5054, -3.7776], [-0.2971, 3.1113, -2.2091], [0.7170, 3.0020, -3.6620], [-0.0922, 0.9139, -2.9165], [4.3819, 1.0714, 2.3468], [3.3289, 0.1367, 2.3119], [4.8873, 0.9938, 3.3140], [5.1805, 0.8166, 1.6366], [4.0286, 2.0917, 2.1869], [2.8882, 0.2019, 1.4343]],
  "homo_energy_ha": -0.25817,
  "total_charge": -1
}

{
  "formula": "C26H37BrMnN7O2S2",
  "method": "wB97M-V/def2-TZVPD",
  "species": ["Mn", "Br", "C", "C", "C", "C", "C", "N", "C", "O", "O", "H", "H", "H", "C", "N", "C", "C", "N", "C", "C", "C", "C", "C", "C", "N", "C", "N", "C", "C", "N", "C", "C", "N", "C", "C", "H", "H", "H", "H", "H", "H", "H", "H", "H", "H", "H", "H", "H", "H", "H", "H", "H", "H", "H", "H", "H", "H", "H", "H", "H", "H", "H", "H", "C", "C", "S", "C", "C", "S", "H", "H", "H", "H", "H", "H"],
  "xyz": [[-0.1950, -0.2575, 0.5846], [3.0168, 2.2920, -3.1746], [2.0474, 2.9764, -1.6644], [2.6790, 3.9253, -0.8771], [1.9471, 4.4396, 0.1762], [0.6534, 3.9914, 0.3835], [0.1485, 3.0059, -0.4507], [0.8446, 2.5073, -1.4799], [-1.2443, 2.4427, -0.1732], [-2.1175, 3.2378, 0.1707], [-1.3778, 1.1790, -0.3097], [3.6946, 4.2300, -1.0803], [2.3885, 5.1776, 0.8343], [0.0339, 4.3608, 1.1868], [-3.5697, 0.3986, 2.0828], [-3.9086, -0.1175, 0.7648], [-4.6993, 0.7819, -0.0604], [-3.2444, -1.1708, 0.2377], [-2.0948, -1.5754, 0.7222], [-1.7946, -2.9406, 0.6508], [-2.6776, -3.9137, 1.1057], [-2.3834, -5.2656, 0.9950], [-1.1789, -5.6527, 0.4253], [-0.2772, -4.6895, -0.0068], [-0.5503, -3.3265, 0.1180], [0.2532, -2.3127, -0.4160], [1.5431, -2.5268, -0.5964], [2.1260, -2.0364, -1.7123], [3.5267, -1.6337, -1.7501], [1.2730, -1.4041, -2.7039], [2.3329, -3.2119, 0.2802], [3.3698, -4.1144, -0.1545], [2.0013, -3.2523, 1.6908], [-3.8613, -1.7677, -0.8467], [-3.0853, -2.4167, -1.8807], [-5.2647, -2.0987, -0.8143], [-2.6533, -0.0474, 2.4530], [-3.4178, 1.4755, 2.0052], [-4.3799, 0.1913, 2.7895], [-4.2524, 1.7761, -0.0192], [-5.7340, 0.8276, 0.2973], [-4.6972, 0.4374, -1.0913], [-3.6083, -3.5892, 1.5580], [-3.0877, -6.0057, 1.3530], [-0.9362, -6.7023, 0.3143], [0.6505, -4.9983, -0.4741], [3.9591, -1.7028, -0.7563], [3.5858, -0.5870, -2.0437], [4.0900, -2.2485, -2.4597], [0.3873, -2.0107, -2.8826], [1.8446, -1.3103, -3.6273], [0.9617, -0.4006, -2.3862], [3.4334, -4.1238, -1.2394], [3.1396, -5.1307, 0.1889], [4.3466, -3.8321, 0.2504], [1.3287, -2.4326, 1.9472], [2.9233, -3.1173, 2.2622], [1.5410, -4.2063, 1.9693], [-2.0770, -2.0062, -1.8920], [-3.5572, -2.2099, -2.8463], [-3.0222, -3.5029, -1.7430], [-5.7333, -1.6428, 0.0545], [-5.3966, -3.1868, -0.7527], [-5.7787, -1.7397, -1.7122], [2.1293, -0.2911, 4.7871], [1.7025, -0.0938, 3.3456], [-0.0261, -0.2998, 3.0662], [2.5959, 0.1823, 2.3772], [4.0740, 0.3038, 2.6537], [2.1962, 0.4349, 0.6730], [1.2526, -0.4342, 5.4156], [2.6811, 0.5692, 5.1755], [2.7696, -1.1708, 4.9096], [4.3102, 0.2954, 3.7160], [4.4686, 1.2266, 2.2205], [4.6255, -0.5177, 2.1821]],
  "homo_energy_ha": [-0.10945, -0.11470],
  "total_charge": -1,
  "multiplicity": 6,
  "de_lowest_kcal_mol": 0.0
}

{
  "formula": "C19H24BrN3O4S",
  "method": "wB97M-V/def2-TZVPD",
  "species": ["C", "H", "O", "C", "C", "C", "C", "C", "C", "C", "N", "C", "H", "H", "H", "C", "C", "O", "N", "H", "C", "H", "H", "C", "C", "C", "C", "C", "C", "C", "H", "H", "S", "O", "O", "N", "H", "H", "H", "H", "H", "H", "H", "H", "H", "H", "H", "Br", "H", "H", "H", "H"],
  "xyz": [[-0.0471, 1.8636, 1.7344], [-0.1068, 2.6453, 0.9800], [0.2047, 0.6789, 1.0102], [0.5809, -0.4345, 1.6786], [0.5631, -0.5621, 3.0654], [0.9590, -1.7420, 3.6714], [1.3660, -2.8032, 2.8874], [1.3885, -2.6979, 1.5064], [1.0099, -1.5190, 0.8902], [1.0802, -1.3732, -0.6113], [2.3645, -0.9231, -1.1457], [3.4381, -1.8673, -0.9035], [4.3149, -1.5541, -1.4699], [3.1327, -2.8500, -1.2600], [3.7188, -1.9467, 0.1554], [2.7275, 0.4199, -0.7274], [1.8186, 1.4916, -1.3194], [1.6269, 2.5636, -0.7846], [1.3185, 1.1608, -2.5264], [1.5265, 0.2386, -2.8798], [0.4471, 2.0302, -3.2744], [0.9160, 2.2902, -4.2306], [0.3404, 2.9377, -2.6758], [-0.9247, 1.3954, -3.5457], [-1.6371, 1.0168, -2.2779], [-1.8707, -0.3199, -1.9738], [-2.5224, -0.6745, -0.8043], [-2.9409, 0.3166, 0.0566], [-2.7280, 1.6511, -0.2249], [-2.0706, 1.9984, -1.3909], [-1.8998, 3.0390, -1.6216], [-3.0937, 2.3951, 0.4641], [-3.8172, -0.1384, 1.5340], [-4.8176, 0.8428, 1.8305], [-4.1930, -1.5217, 1.4535], [-2.6250, 0.0342, 2.7232], [-2.1766, -0.8495, 2.9125], [-3.0356, 0.4098, 3.5645], [-2.7234, -1.7035, -0.5524], [-1.5514, -1.0896, -2.6617], [-1.5248, 2.1184, -4.1020], [-0.7923, 0.5104, -4.1710], [2.7552, 0.5493, 0.3640], [3.7349, 0.6293, -1.1040], [0.3241, -0.6495, -0.9175], [0.8630, -2.3374, -1.0800], [1.7015, -3.5411, 0.9092], [1.9038, -4.4365, 3.7108], [0.9460, -1.8304, 4.7469], [0.2352, 0.2567, 3.6843], [0.7785, 2.0928, 2.4140], [-0.9863, 1.7888, 2.2889]],
  "homo_energy_ha": -0.31374,
  "total_charge": 0,
  "smiles": "COc1ccc(Br)cc1CN(C)CC(=O)NCCc1ccc(S(N)(=O)=O)cc1"
}

| no. | DFT total energy (eV) |
| --- | --- |
| 1 | -13527.0612 |
| 2 | -12055.9376 |
| 3 | -33633.8142 |
| 4 | -15846.5018 |
| 5 | -12007.7259 |
| 6 | -8292.7147 |
| 7 | -53404.2917 |
| 8 | -165126.4395 |
| 9 | -113630.8855 |